[1]
{
  "formula": "C15H33Br2InPS4",
  "method": "wB97M-V/def2-TZVPD",
  "elements": ["In", "C", "C", "S", "C", "C", "S", "C", "C", "S", "C", "C", "S", "H", "H", "H", "H", "H", "H", "H", "H", "H", "H", "H", "H", "H", "H", "H", "H", "Br", "C", "Br", "H", "H", "C", "C", "P", "C", "C", "C", "C", "H", "H", "H", "H", "H", "H", "H", "H", "H", "H", "H", "H", "H", "H", "H"],
  "positions_angstrom": [[-0.498, -0.021, 0.666], [-2.746, -2.028, 2.782], [-1.396, -2.452, 3.337], [-0.160, -1.110, 3.250], [1.410, -2.027, 3.101], [2.483, -1.195, 2.425], [2.184, -0.726, 0.689], [2.197, -2.373, -0.100], [1.365, -2.457, -1.367], [-0.390, -2.022, -1.231], [-1.056, -3.406, -0.254], [-2.493, -3.124, 0.158], [-2.805, -1.549, 1.027], [-3.143, -1.166, 3.319], [-3.457, -2.847, 2.897], [-0.998, -3.330, 2.831], [-1.521, -2.686, 4.394], [1.214, -2.966, 2.585], [1.744, -2.256, 4.113], [3.429, -1.738, 2.430], [2.641, -0.249, 2.946], [1.892, -3.112, 0.637], [3.236, -2.565, -0.370], [1.403, -3.475, -1.755], [1.754, -1.791, -2.137], [-0.398, -3.597, 0.594], [-1.050, -4.281, -0.906], [-2.861, -3.922, 0.803], [-3.133, -3.082, -0.724], [-2.295, 0.979, -1.853], [-0.835, 1.365, -3.063], [0.833, 1.423, -2.086], [-1.008, 2.339, -3.503], [-0.790, 0.584, -3.811], [-1.186, 2.323, 4.254], [-0.289, 2.866, 3.142], [-0.911, 2.518, 1.460], [-0.145, 3.665, 0.257], [0.213, 5.036, 0.844], [-2.726, 2.705, 1.445], [-3.152, 4.158, 1.689], [-0.714, 2.499, 5.219], [-1.361, 1.254, 4.160], [-2.148, 2.834, 4.269], [0.734, 2.488, 3.209], [-0.227, 3.954, 3.216], [-0.860, 3.760, -0.564], [0.756, 3.190, -0.134], [-0.626, 5.524, 1.338], [0.528, 5.686, 0.027], [1.047, 4.967, 1.540], [-3.126, 2.047, 2.220], [-3.089, 2.350, 0.480], [-2.765, 4.543, 2.632], [-4.240, 4.201, 1.738], [-2.837, 4.813, 0.878]],
  "mulliken_charge": [0.188, -0.968, -0.710, -0.012, -0.841, -0.875, 0.127, -0.742, -0.845, 0.228, -0.506, -0.936, 0.140, 0.446, 0.522, 0.434, 0.509, 0.445, 0.511, 0.516, 0.462, 0.402, 0.535, 0.507, 0.456, 0.042, 0.606, 0.488, 0.511, 0.011, -0.575, -0.017, 0.486, 0.482, -1.105, -0.648, 0.590, -0.136, -1.511, -0.405, -1.377, 0.408, 0.110, 0.352, 0.495, 0.548, 0.399, 0.247, 0.373, 0.407, 0.398, 0.361, 0.347, 0.366, 0.403, 0.352],
  "homo_energy_ev": -18.52,
  "de_lowest_kj_mol": 23.9,
  "total_charge": 3,
  "energy_ha": -7862.690360
}

---

[2]
{
  "formula": "C15H33ClIO2P2Y",
  "method": "wB97M-V/def2-TZVPD",
  "elements": ["C", "C", "H", "H", "H", "O", "I", "Y", "P", "C", "C", "H", "H", "H", "C", "H", "H", "H", "H", "H", "H", "C", "O", "Cl", "C", "C", "C", "P", "C", "C", "C", "C", "C", "C", "H", "H", "H", "H", "H", "H", "H", "H", "H", "H", "H", "H", "H", "H", "H", "H", "H", "H", "H", "H", "H"],
  "positions_angstrom": [[0.059, 1.795, -1.334], [-1.407, 2.169, -1.546], [0.659, 2.689, -1.541], [0.429, 0.951, -2.021], [0.169, 1.520, -0.278], [-1.766, 2.983, -2.387], [-2.261, -0.594, -1.067], [1.699, -0.759, -0.708], [-0.649, 0.156, -3.939], [-2.385, 0.671, -4.357], [0.025, 1.663, -4.728], [0.478, -1.525, -5.257], [-0.741, -0.617, -6.227], [-1.262, -1.885, -5.064], [-0.528, -1.092, -5.260], [1.114, 1.655, -4.722], [-0.344, 1.711, -5.753], [-2.426, 0.795, -5.451], [-2.609, 1.634, -3.871], [-0.329, 2.540, -4.173], [-3.095, -0.095, -4.017], [-2.499, 1.540, -0.642], [-3.411, 2.043, -0.040], [3.175, -1.492, -2.592], [0.907, -3.036, 0.782], [0.314, -2.244, 1.980], [1.034, -2.533, 3.305], [0.172, -0.440, 1.546], [-1.274, 0.236, 2.400], [-1.514, -0.320, 3.802], [-1.273, 1.765, 2.403], [1.738, 0.434, 2.059], [1.833, 0.639, 3.587], [3.016, -0.237, 1.477], [1.987, -2.803, 0.570], [0.295, -2.986, -0.142], [0.907, -4.090, 1.086], [-0.743, -2.529, 2.100], [2.106, -2.297, 3.272], [0.582, -2.010, 4.159], [0.948, -3.609, 3.525], [-2.116, -0.078, 1.762], [-0.697, -0.064, 4.492], [-2.447, 0.110, 4.201], [-1.636, -1.408, 3.784], [-1.247, 2.205, 1.401], [-2.205, 2.126, 2.860], [-0.443, 2.203, 2.966], [1.643, 1.442, 1.625], [1.926, -0.307, 4.141], [2.735, 1.236, 3.802], [0.983, 1.202, 3.995], [3.287, -0.319, 0.352], [3.830, 0.455, 1.723], [3.253, -1.197, 1.960]],
  "mulliken_charge": [0.263, 0.299, 0.324, -0.420, -0.197, -0.436, 0.075, 0.848, 0.750, -1.390, -1.252, 0.357, 0.406, 0.373, -1.141, 0.355, 0.477, 0.489, 0.370, 0.316, 0.388, 0.229, -0.384, -0.411, -1.824, 0.705, -1.616, -0.357, 1.176, -1.528, -1.414, 0.573, -1.436, -1.082, 0.499, 0.388, 0.493, 0.593, 0.302, 0.285, 0.508, 0.212, 0.248, 0.499, 0.378, 0.194, 0.500, 0.228, 0.440, 0.268, 0.475, 0.288, 0.407, 0.611, 0.298],
  "homo_energy_ev": -14.12,
  "de_lowest_kj_mol": 207.0,
  "total_charge": 2,
  "energy_ha": -2220.125822
}

---

[3]
{
  "formula": "C15H33F2N9O24",
  "method": "wB97M-V/def2-TZVPD",
  "elements": ["O", "C", "O", "C", "C", "F", "O", "H", "H", "H", "O", "C", "O", "C", "C", "F", "O", "H", "H", "H", "C", "N", "O", "O", "H", "H", "H", "C", "N", "O", "O", "H", "H", "H", "C", "N", "O", "O", "H", "H", "H", "C", "N", "O", "O", "H", "H", "H", "C", "N", "O", "O", "H", "H", "H", "C", "N", "O", "O", "H", "H", "H", "C", "N", "O", "O", "H", "H", "H", "C", "N", "O", "O", "H", "H", "H", "C", "N", "O", "O", "H", "H", "H"],
  "positions_angstrom": [[0.624, -1.046, 2.721], [0.048, -1.284, 3.740], [-1.202, -1.742, 3.827], [-1.664, -1.567, 5.184], [-0.352, -1.360, 5.953], [0.110, -2.571, 6.405], [0.524, -0.908, 4.953], [-2.340, -0.714, 5.184], [-2.151, -2.494, 5.479], [-0.495, -0.698, 6.804], [-0.786, 0.281, -2.906], [-1.879, 0.756, -3.007], [-2.996, 0.074, -2.811], [-4.136, 0.852, -3.224], [-3.513, 2.192, -3.590], [-3.938, 3.188, -2.738], [-2.131, 2.021, -3.405], [-4.577, 0.380, -4.101], [-4.857, 0.866, -2.412], [-3.679, 2.553, -4.604], [-3.658, 2.682, 0.342], [-2.812, 3.558, 1.193], [-3.125, 3.631, 2.368], [-1.927, 4.195, 0.663], [-4.563, 2.493, 0.912], [-3.138, 1.753, 0.144], [-3.958, 3.141, -0.597], [-0.439, 2.717, 3.950], [-1.237, 2.002, 4.980], [-1.157, 2.347, 6.137], [-1.842, 1.013, 4.604], [0.123, 1.923, 3.467], [0.253, 3.416, 4.409], [-1.052, 3.268, 3.243], [3.744, 0.179, 3.591], [4.697, -0.008, 2.450], [5.778, -0.468, 2.715], [4.298, 0.283, 1.341], [4.298, 0.739, 4.335], [3.454, -0.814, 3.921], [2.879, 0.685, 3.176], [3.572, 2.569, -2.125], [4.084, 3.690, -2.951], [3.327, 4.597, -3.183], [5.240, 3.646, -3.288], [4.367, 2.174, -1.499], [3.171, 1.791, -2.767], [2.824, 2.994, -1.462], [-0.678, -3.188, -2.980], [-0.068, -3.953, -4.111], [-0.120, -5.156, -4.061], [0.484, -3.310, -4.983], [-0.034, -2.354, -2.726], [-0.678, -3.888, -2.143], [-1.721, -2.936, -3.142], [1.031, 0.267, -0.040], [0.067, 1.180, 0.626], [-1.118, 0.923, 0.534], [0.511, 2.162, 1.181], [0.570, -0.180, -0.911], [1.308, -0.386, 0.788], [1.952, 0.804, -0.242], [-2.914, -1.327, -0.303], [-3.846, -1.834, -1.350], [-4.850, -1.223, -1.619], [-3.445, -2.794, -1.983], [-3.510, -0.675, 0.327], [-2.073, -0.864, -0.806], [-2.554, -2.175, 0.274], [1.979, -0.775, -5.104], [2.442, -1.210, -3.756], [3.076, -2.239, -3.699], [2.114, -0.515, -2.813], [2.558, 0.092, -5.424], [0.923, -0.540, -5.051], [2.200, -1.538, -5.840], [2.864, -2.909, -0.344], [2.414, -3.258, 1.031], [3.090, -2.872, 1.954], [1.341, -3.825, 1.096], [3.949, -2.954, -0.357], [2.555, -1.891, -0.562], [2.370, -3.632, -0.979]],
  "mulliken_charge": [-0.409, 0.459, -0.362, -0.587, 0.326, -0.320, -0.283, 0.386, 0.353, 0.301, -0.434, 0.585, -0.174, -0.464, 0.330, -0.317, -0.298, 0.304, 0.299, 0.231, -0.431, 1.059, -0.625, -0.526, 0.365, -0.020, 0.227, -0.242, 1.007, -0.599, -0.571, -0.016, 0.303, 0.074, -0.590, 0.992, -0.596, -0.496, 0.359, 0.281, 0.056, -0.575, 0.991, -0.559, -0.565, 0.306, 0.139, 0.233, -0.426, 1.006, -0.587, -0.556, -0.175, 0.350, 0.397, 0.201, 1.145, -0.428, -0.634, -0.424, 0.127, 0.157, -0.100, 1.105, -0.658, -0.674, 0.267, -0.224, 0.201, -0.914, 0.795, -0.510, -0.276, 0.338, 0.251, 0.340, -0.429, 0.997, -0.560, -0.576, 0.257, 0.025, 0.289],
  "homo_energy_ev": -11.05,
  "de_lowest_kj_mol": 0.0,
  "total_charge": 0,
  "smiles": "O=C1OC[C@@H](F)O1.O=C1OC[C@@H](F)O1.C[N+](=O)[O-].C[N+](=O)[O-].C[N+](=O)[O-].C[N+](=O)[O-].C[N+](=O)[O-].C[N+](=O)[O-].C[N+](=O)[O-].C[N+](=O)[O-].C[N+](=O)[O-]",
  "energy_ha": -3088.836728
}

---

[4]
{
  "formula": "C15H33O4P",
  "method": "wB97M-V/def2-TZVPD",
  "elements": ["C", "O", "C", "C", "C", "C", "C", "C", "P", "C", "C", "C", "C", "C", "O", "C", "C", "O", "H", "H", "H", "H", "H", "H", "H", "H", "H", "H", "H", "H", "H", "H", "H", "H", "H", "H", "H", "H", "H", "H", "H", "H", "H", "H", "H", "H", "H", "C", "O", "H", "H", "H", "H"],
  "positions_angstrom": [[-5.256, 4.275, 3.788], [-4.112, 3.703, 3.217], [-3.032, 4.608, 3.051], [-1.740, 4.051, 3.604], [-1.207, 2.843, 2.852], [-0.888, 3.112, 1.364], [0.229, 2.156, 0.887], [-0.205, 1.268, -0.320], [1.238, 1.211, -1.502], [1.069, -0.318, -2.538], [1.896, -1.498, -1.987], [2.095, -2.518, -3.120], [2.242, -3.982, -2.645], [1.188, -4.806, -3.358], [1.434, -6.216, -3.193], [0.409, -7.044, -3.476], [-0.711, -6.671, -4.423], [0.416, -8.106, -3.014], [-5.251, 4.222, 4.881], [-6.137, 3.730, 3.461], [-5.406, 5.321, 3.511], [-2.933, 4.885, 1.999], [-3.251, 5.533, 3.589], [-1.942, 3.729, 4.630], [-0.999, 4.842, 3.684], [-1.868, 1.980, 2.898], [-0.269, 2.554, 3.321], [-1.768, 2.878, 0.769], [-0.658, 4.158, 1.168], [1.141, 2.696, 0.657], [0.517, 1.451, 1.657], [-1.072, 1.698, -0.810], [-0.453, 0.276, 0.039], [0.938, 2.259, -2.411], [0.044, -0.663, -2.677], [1.489, -0.090, -3.516], [2.861, -1.120, -1.662], [1.388, -1.921, -1.122], [2.935, -2.210, -3.736], [1.202, -2.455, -3.743], [2.174, -4.090, -1.569], [3.194, -4.350, -3.013], [1.278, -4.576, -4.419], [0.196, -4.548, -2.992], [-0.508, -7.117, -5.393], [-1.622, -7.097, -4.029], [-0.880, -5.607, -4.560], [3.406, 1.240, 3.735], [3.078, 1.693, 2.426], [2.751, 1.746, 4.441], [3.253, 0.161, 3.817], [4.444, 1.481, 3.975], [3.661, 1.240, 1.807]],
  "mulliken_charge": [-0.774, -0.297, -0.458, -0.980, -0.488, -0.687, -0.531, -0.726, -0.187, -0.831, -0.616, -0.790, -0.658, -0.683, -0.363, 0.564, -0.812, -0.511, 0.278, 0.247, 0.343, 0.269, 0.477, 0.332, 0.392, 0.251, 0.342, 0.312, 0.391, 0.425, 0.187, 0.407, 0.397, 0.015, 0.393, 0.441, 0.352, 0.343, 0.343, 0.465, 0.371, 0.311, 0.422, 0.466, 0.245, 0.302, 0.318, -0.604, -0.439, 0.213, 0.274, 0.284, 0.261],
  "homo_energy_ev": -8.39,
  "total_charge": 0,
  "smiles": "COCCCCCCPCCCCCOC(C)=O.CO",
  "energy_ha": -1233.564226
}